# 1
34
Properties=species:S:1:pos:R:3:forces:R:3 method="wB97M-V/def2-TZVPD" charge=+1 total_energy_ev=-20865.4233 homo_ha=-0.457
C 1.059 -0.179 -4.525 2.2 0.3 2.3
C 0.653 -1.928 3.206 0.7 0.5 -0.3
C 0.369 -0.317 -3.148 -0.9 0.3 -0.3
C -0.280 -0.796 2.993 1.7 0.7 0.5
C 1.015 0.706 -2.230 0.7 0.3 -0.1
C 0.002 0.515 3.217 -0.5 -2.3 -0.2
C 0.664 0.549 -0.781 -0.2 -0.1 0.8
C -1.097 1.519 3.165 -0.7 -1.3 -1.0
C -0.725 1.101 -0.576 2.3 2.9 0.1
C -1.144 1.921 1.686 -0.5 2.5 -0.2
O -1.196 0.694 0.741 0.0 0.8 2.0
I -0.298 -4.506 -1.786 -0.2 0.0 0.1
H 0.474 -0.609 -5.242 -1.4 -1.1 -2.2
H 2.047 -0.743 -4.488 -1.1 0.8 -0.1
H 1.278 0.879 -4.768 -0.2 -0.6 0.1
H 0.592 -2.222 4.218 -0.4 -0.5 1.4
H 1.657 -1.582 3.144 1.1 0.2 -0.4
H 0.539 -2.832 2.636 -0.3 -0.1 -0.6
H -0.747 -0.068 -3.216 1.4 -0.7 -0.1
H 0.501 -1.352 -2.739 -0.3 0.8 -0.4
H -1.235 -1.137 2.766 -2.2 -0.1 0.0
H -0.639 -0.033 1.229 -0.3 0.9 -0.6
H 2.122 0.578 -2.376 -0.9 0.8 0.2
H 0.603 1.724 -2.481 1.1 -0.7 -0.4
H -1.888 -4.758 -1.634 0.2 0.0 0.0
H 1.046 0.783 3.288 0.0 0.4 0.4
H 0.634 -0.479 -0.475 0.2 -1.0 -0.1
H 1.360 1.029 -0.084 0.0 0.2 -0.2
H -2.088 1.049 3.396 0.9 0.2 0.0
H -0.963 2.312 3.893 0.1 0.5 -0.5
H -1.357 0.861 -1.415 -0.8 -0.3 0.5
H -0.565 2.258 -0.457 -0.9 -2.2 -0.8
H -0.267 2.656 1.389 -1.6 -2.0 0.4
H -2.128 2.407 1.456 1.1 -0.3 0.0

# 2
172
Properties=species:S:1:pos:R:3:forces:R:3 method="wB97M-V/def2-TZVPD" charge=0 total_energy_ev=-131223.2405 homo_ha=-0.285
C 2.902 7.203 -1.252 0.4 -0.7 -0.6
C 2.187 5.817 -0.745 1.7 -0.7 0.5
O 0.717 5.803 -0.844 0.0 -2.2 3.4
C 0.233 4.973 0.309 -1.6 -2.0 2.6
C -0.574 5.648 1.609 0.1 -3.0 -0.1
C -0.868 7.292 1.684 1.6 -0.7 0.9
P -1.585 8.015 0.068 -1.3 -1.6 -3.7
O -2.276 6.915 -0.833 2.1 4.0 3.5
O -0.269 8.785 -0.833 -2.8 -1.0 0.7
O -2.663 9.343 0.518 3.8 -0.9 -1.1
C -1.113 4.702 2.877 1.3 -1.9 -1.8
C -1.963 5.319 4.169 0.9 -1.1 -0.4
C -3.572 5.489 3.874 -0.3 0.5 0.1
N -3.911 6.122 2.542 0.6 -0.3 1.1
N -4.125 6.393 4.969 0.4 -1.3 -1.0
N -4.339 4.152 3.930 1.6 0.8 -1.7
C -0.836 3.057 2.941 1.6 3.0 -4.4
C -0.035 2.417 1.652 -0.6 3.0 -0.8
C 0.479 3.319 0.341 -1.7 2.6 2.3
N 1.176 2.719 -0.860 -3.3 -2.0 0.5
C 0.475 1.449 -1.354 -2.2 -4.1 -1.3
C 0.002 0.211 -0.333 -0.3 0.7 -3.1
C -0.710 -1.180 -0.829 0.6 2.7 -1.8
C -1.082 -2.333 0.276 -0.6 0.0 -1.7
C -0.239 -3.681 -0.124 -0.2 0.1 0.2
P 1.633 -3.602 0.393 0.3 -3.4 4.4
O 1.701 -4.393 1.796 0.3 3.2 -5.3
O 2.257 -1.979 0.486 -0.1 -3.2 0.2
C 3.543 -1.918 1.211 2.6 0.8 0.8
C 3.563 -0.703 2.321 -1.0 0.2 -0.6
O 2.487 -4.587 -0.769 -0.5 3.7 0.9
C 3.286 -3.779 -1.703 1.1 0.1 -2.1
C 2.406 -2.762 -2.656 0.7 0.6 -0.2
C -1.045 -1.406 -2.421 2.0 3.9 1.3
C -0.655 -0.216 -3.480 0.9 -1.3 4.7
P -1.128 -0.511 -5.346 -0.7 2.0 -0.7
N -2.690 -1.392 -5.280 2.2 -1.5 -0.5
O 0.127 -1.448 -6.117 0.3 1.0 2.5
C 0.112 1.176 -2.964 -0.5 -1.8 2.8
P 0.541 2.452 -4.348 -0.8 -0.2 -0.2
C 2.422 2.874 -4.150 0.4 0.3 0.3
O -0.308 3.934 -3.997 0.1 -1.4 0.1
S 0.362 0.553 1.513 -0.9 1.7 -1.9
H 3.508 6.943 -2.243 -1.3 0.6 2.1
H 2.168 8.068 -1.538 1.3 -1.8 1.0
H 3.692 7.508 -0.442 -1.7 -0.3 -1.6
H 2.661 4.933 -1.388 -1.2 1.8 1.3
H 2.442 5.541 0.388 -0.3 0.9 -2.5
H -1.595 7.572 2.557 1.3 -0.8 -1.8
H 0.188 7.765 1.978 -2.3 -0.7 -0.9
H -0.462 8.709 -1.824 0.0 -0.2 2.0
H -2.103 10.188 0.391 -1.3 -1.7 0.3
H -1.424 6.294 4.529 -1.4 -1.7 -0.7
H -1.878 4.526 5.056 0.1 1.7 -1.9
H -3.734 7.150 2.519 -0.1 -1.4 0.1
H -3.491 5.619 1.730 -0.2 0.8 1.0
H -5.135 6.521 4.720 1.2 -0.4 0.7
H -4.016 5.837 5.857 -0.6 0.9 -1.2
H -4.479 3.900 2.908 0.2 -0.1 1.8
H -3.766 3.419 4.405 -0.6 0.8 -0.8
H -1.199 2.401 3.841 0.9 1.4 -2.1
H 1.161 3.367 -1.678 -0.1 -0.3 1.1
H -0.976 -2.006 1.395 0.2 -0.6 -2.3
H -2.233 -2.593 0.119 2.4 0.5 0.3
H -0.714 -4.589 0.484 1.5 1.9 -1.3
H -0.240 -3.941 -1.266 -0.3 0.7 2.2
H 4.408 -1.677 0.431 -2.0 -0.5 1.4
H 3.855 -2.917 1.738 -1.1 1.7 -1.0
H 4.529 -0.664 2.984 -1.8 -0.4 -1.5
H 3.457 0.339 1.757 0.1 -2.3 1.3
H 2.631 -0.860 3.011 1.8 0.4 -1.2
H 4.198 -3.214 -1.179 -2.3 -1.1 -0.9
H 3.807 -4.551 -2.450 -1.2 1.5 1.8
H 1.772 -3.304 -3.477 1.2 0.8 1.7
H 1.697 -2.038 -2.066 1.4 -1.4 -1.0
H 3.198 -2.077 -3.228 -1.7 -1.4 1.2
H -1.575 -2.379 -2.844 1.2 2.3 1.3
H -3.234 -1.271 -6.185 1.3 -0.2 1.5
H -2.468 -2.416 -5.127 -0.9 1.3 -0.3
H 0.992 -1.057 -5.740 -1.8 -0.9 -0.9
H 2.886 2.338 -3.210 -0.8 1.1 -1.9
H 2.559 4.035 -4.084 -0.2 -2.1 0.0
H 2.924 2.505 -5.166 -1.1 0.7 2.4
H -1.275 3.874 -4.255 1.8 -0.2 0.3
C -0.133 -4.536 4.157 0.3 -0.2 0.1
C -0.020 -4.653 5.674 -0.2 -0.3 -0.2
N 0.213 -6.024 6.140 -0.2 -0.2 0.3
C 0.007 -6.191 7.581 -0.2 -0.1 -0.2
C 0.937 -5.433 8.521 0.2 0.1 0.3
C 1.386 -6.706 5.590 -0.2 0.0 -0.4
C 2.747 -6.041 5.778 0.3 0.0 0.0
H -0.887 -5.224 3.761 0.1 0.0 0.1
H -0.434 -3.518 3.885 0.1 -0.1 0.0
H 0.821 -4.739 3.660 -0.4 0.1 0.1
H -0.970 -4.296 6.090 0.1 -0.2 0.3
H 0.755 -3.967 6.030 0.1 0.2 0.0
H 0.046 -7.260 7.832 0.1 0.1 -0.2
H -1.022 -5.892 7.812 0.0 0.1 -0.2
H 1.937 -5.870 8.540 -0.1 0.1 0.0
H 0.547 -5.487 9.544 0.0 0.0 -0.1
H 1.018 -4.373 8.260 0.0 -0.1 0.0
H 1.226 -6.850 4.515 -0.1 0.2 0.1
H 1.436 -7.727 5.991 -0.2 0.2 0.2
H 2.734 -4.979 5.517 0.0 -0.1 0.0
H 3.482 -6.525 5.125 -0.1 0.1 0.0
H 3.112 -6.147 6.800 0.0 0.1 0.0
C -6.221 11.748 -3.481 0.0 -0.1 0.1
C -5.286 11.188 -4.550 0.2 0.1 0.3
N -3.893 11.074 -4.108 0.3 0.2 -0.2
C -2.952 10.844 -5.207 -0.1 0.3 0.1
C -3.085 9.544 -5.992 0.1 -0.3 -0.2
C -3.656 10.277 -2.902 -0.4 0.1 0.1
C -4.138 8.829 -2.902 0.0 -0.2 0.2
H -5.849 12.700 -3.089 0.0 -0.2 0.0
H -7.212 11.928 -3.913 0.1 -0.1 0.0
H -6.349 11.052 -2.646 0.0 0.1 -0.1
H -5.331 11.877 -5.402 0.3 -0.1 0.0
H -5.679 10.229 -4.902 -0.1 -0.1 -0.1
H -1.923 10.922 -4.828 -0.2 0.0 0.2
H -3.049 11.676 -5.915 -0.2 0.0 0.1
H -2.734 8.685 -5.416 -0.1 0.0 -0.1
H -2.464 9.596 -6.894 -0.1 0.0 0.1
H -4.114 9.357 -6.315 0.1 0.0 0.1
H -4.128 10.790 -2.055 0.0 0.0 -0.1
H -2.586 10.290 -2.659 0.0 0.1 -0.3
H -5.167 8.730 -3.261 0.1 0.1 0.0
H -4.114 8.437 -1.879 0.0 0.0 -0.2
H -3.494 8.187 -3.503 -0.1 0.0 0.0
C -4.328 -3.851 3.345 0.1 -0.1 0.0
C -5.289 -5.005 3.076 0.2 0.1 -0.3
N -4.964 -5.769 1.868 -0.2 -0.1 -0.3
C -6.044 -6.660 1.436 0.0 0.2 -0.2
C -6.436 -7.800 2.368 -0.2 -0.3 0.1
C -3.617 -6.338 1.801 0.1 0.3 0.0
C -3.184 -7.273 2.928 0.2 -0.2 0.1
H -4.241 -3.196 2.472 0.0 -0.1 0.1
H -4.698 -3.247 4.181 0.0 -0.1 -0.1
H -3.329 -4.207 3.616 -0.1 0.1 0.0
H -6.287 -4.565 2.958 0.0 -0.3 -0.2
H -5.334 -5.648 3.962 0.0 0.0 0.2
H -5.797 -7.080 0.451 0.2 0.1 0.2
H -6.936 -6.048 1.258 0.1 0.1 0.1
H -5.686 -8.594 2.376 -0.1 0.1 0.1
H -7.373 -8.251 2.021 0.1 0.1 0.0
H -6.601 -7.459 3.395 0.1 0.0 -0.1
H -2.898 -5.511 1.755 -0.1 0.1 0.1
H -3.486 -6.859 0.844 -0.3 0.1 0.1
H -3.406 -6.866 3.918 0.0 0.0 -0.1
H -2.100 -7.426 2.877 -0.1 0.0 0.0
H -3.648 -8.255 2.840 0.0 0.1 0.1
C 10.229 -7.121 -3.513 0.0 0.1 -0.1
C 8.777 -7.556 -3.338 0.1 0.3 0.1
N 7.872 -6.454 -2.997 -0.2 0.0 0.2
C 6.561 -6.904 -2.523 0.2 0.0 0.2
C 5.680 -7.673 -3.501 -0.3 -0.1 -0.1
C 7.848 -5.321 -3.925 0.4 0.0 0.1
C 7.510 -5.607 -5.385 -0.1 0.1 -0.3
H 10.586 -6.570 -2.636 -0.1 0.0 -0.1
H 10.868 -8.002 -3.636 -0.1 0.1 0.0
H 10.362 -6.492 -4.398 0.0 0.0 0.1
H 8.763 -8.289 -2.523 -0.3 0.2 0.0
H 8.450 -8.084 -4.240 0.0 -0.1 -0.1
H 5.995 -6.042 -2.143 0.2 0.0 -0.1
H 6.719 -7.538 -1.643 0.2 0.0 -0.1
H 5.259 -7.019 -4.267 0.1 -0.1 0.0
H 4.835 -8.117 -2.962 0.1 0.1 -0.1
H 6.219 -8.491 -3.991 0.0 0.1 0.0
H 8.830 -4.834 -3.895 0.0 -0.2 0.0
H 7.159 -4.555 -3.549 0.0 -0.3 0.1
H 8.075 -6.452 -5.788 -0.1 0.0 0.1
H 7.761 -4.731 -5.995 0.0 -0.1 0.1
H 6.446 -5.797 -5.526 0.1 -0.1 0.0

# 3
16
Properties=species:S:1:pos:R:3:forces:R:3 method="wB97M-V/def2-TZVPD" spin_multiplicity=2 charge=-1 total_energy_ev=-7835.1777 homo_ha="0.040 / -0.214"
H -0.346 -0.295 1.477 0.9 1.6 0.0
O 0.327 0.587 2.186 -0.4 -1.4 -1.6
N -0.965 -0.666 0.376 4.2 -1.3 -0.1
H 0.036 0.659 3.078 -0.4 0.0 0.9
H -1.142 -1.634 0.482 -0.5 -1.6 0.2
C -0.252 -0.463 -0.928 -0.5 0.3 0.3
H 0.815 -0.717 -0.865 -0.6 -0.6 0.2
H -0.202 0.574 -1.098 0.1 1.5 0.1
H -1.787 -0.208 0.515 -3.2 1.9 -0.2
C -0.973 -1.015 -2.132 -2.8 -2.3 0.2
H -0.353 -1.064 -2.988 1.1 0.1 -0.9
H -1.308 -2.147 -1.961 0.5 2.3 -0.3
H -1.909 -0.419 -2.500 1.5 -0.9 1.1
O 1.762 1.431 0.090 0.2 0.0 -0.3
H 1.112 1.014 0.691 0.1 0.4 0.4
H 2.481 1.624 0.694 0.0 0.0 0.1

# 4
13
Properties=species:S:1:pos:R:3:forces:R:3 method="wB97M-V/def2-TZVPD" charge=0 total_energy_ev=-19974.3166 homo_ha=-0.307
C -0.093 0.017 0.361 1.2 0.9 0.9
H -2.162 -0.366 -1.095 -0.1 -0.2 0.2
H -1.058 0.251 -2.146 -1.0 0.6 1.3
H -1.474 1.420 0.432 0.1 0.0 -0.2
H 1.585 -1.131 0.053 -0.8 0.5 -0.3
H 1.671 0.659 -1.420 0.6 1.1 0.2
H 1.259 -0.393 3.453 0.1 0.6 0.7
N -1.701 0.500 -1.342 1.0 -0.2 -1.7
N -0.895 0.968 -0.268 -0.1 -0.5 0.0
N 0.781 -0.691 -0.433 0.4 -1.0 0.0
N -0.065 -0.010 1.647 -0.8 -0.2 0.0
O 1.166 -0.109 -1.641 -0.6 -1.0 -0.4
S 0.987 -1.115 2.399 0.0 -0.6 -0.9